[1]
{
  "formula": "C7H30BF4O8",
  "method": "wB97M-V/def2-TZVPD",
  "elements": ["B", "F", "F", "F", "F", "C", "O", "H", "H", "H", "H", "C", "O", "H", "H", "H", "H", "C", "O", "H", "H", "H", "H", "C", "O", "H", "H", "H", "H", "C", "O", "H", "H", "H", "H", "C", "O", "H", "H", "H", "H", "C", "O", "H", "H", "H", "H", "O", "H", "H"],
  "positions_angstrom": [[-0.14, 0.91, 0.15], [-0.65, 0.38, 1.33], [-1.20, 1.11, -0.78], [0.49, 2.13, 0.32], [0.71, -0.06, -0.44], [3.46, -0.06, -2.05], [3.16, 0.69, -0.88], [3.19, -1.11, -1.92], [2.85, 0.35, -2.87], [4.52, 0.02, -2.29], [2.23, 0.49, -0.68], [-2.58, 0.61, -3.69], [-1.38, 0.03, -3.18], [-2.71, 0.06, -4.63], [-3.44, 0.51, -3.03], [-2.41, 1.67, -3.87], [-1.29, 0.32, -2.26], [0.64, -3.16, -1.97], [-0.41, -3.59, -2.82], [1.56, -3.01, -2.52], [0.41, -2.25, -1.40], [0.78, -3.90, -1.18], [-1.23, -3.51, -2.32], [0.75, -3.50, 2.01], [1.28, -2.19, 2.01], [0.83, -3.99, 2.98], [-0.29, -3.46, 1.68], [1.26, -4.16, 1.30], [0.74, -1.59, 1.49], [-1.90, -1.26, 3.71], [-2.41, -2.27, 2.82], [-2.06, -1.57, 4.74], [-0.82, -1.28, 3.56], [-2.28, -0.27, 3.46], [-2.78, -1.82, 2.05], [-0.80, 4.33, -1.75], [0.26, 3.49, -2.16], [-0.44, 4.97, -0.93], [-1.07, 4.96, -2.60], [-1.71, 3.77, -1.50], [0.29, 2.73, -1.57], [2.17, 2.54, 3.13], [2.51, 3.10, 4.41], [2.57, 1.54, 2.99], [1.08, 2.49, 3.15], [2.45, 3.15, 2.27], [3.38, 2.79, 4.64], [-3.22, -0.78, 0.43], [-3.94, -0.15, 0.35], [-2.41, -0.25, 0.30]],
  "lumo_energy_ha": 0.1033,
  "multiplicity": 1,
  "total_charge": -1,
  "homo_ev": -6.871
}

[2]
{
  "formula": "C26H28N3RuS3Sb2",
  "method": "wB97M-V/def2-TZVPD",
  "elements": ["Ru", "C", "C", "C", "C", "C", "C", "C", "C", "C", "S", "C", "N", "H", "H", "H", "H", "H", "H", "H", "H", "S", "C", "C", "N", "C", "S", "C", "N", "C", "Sb", "C", "C", "C", "C", "C", "C", "C", "C", "C", "Sb", "C", "C", "H", "H", "H", "H", "H", "H", "H", "H", "H", "H", "H", "H", "H", "H", "H", "H", "H", "H", "H", "H"],
  "positions_angstrom": [[0.23, 1.12, -0.40], [2.88, 1.64, -2.45], [3.31, 1.25, -1.07], [4.69, 0.99, -0.85], [5.12, 0.60, 0.37], [4.21, 0.51, 1.44], [4.61, 0.16, 2.75], [3.70, 0.15, 3.76], [2.36, 0.49, 3.51], [1.92, 0.83, 2.25], [0.27, 1.32, 1.98], [2.85, 0.81, 1.18], [2.42, 1.13, -0.10], [3.75, 1.92, -3.04], [2.18, 2.47, -2.42], [2.37, 0.81, -2.94], [5.37, 1.10, -1.68], [6.17, 0.38, 0.55], [5.66, -0.08, 2.92], [4.00, -0.11, 4.77], [1.65, 0.50, 4.33], [-0.29, 0.85, -2.65], [-0.59, 2.47, -3.18], [-1.09, 2.63, -4.51], [-1.48, 2.76, -5.58], [-0.37, 3.55, -2.36], [0.19, 3.42, -0.74], [-0.61, 4.88, -2.85], [-0.80, 5.95, -3.22], [-3.40, 2.61, -1.16], [-2.34, 1.09, -0.14], [-3.15, 1.28, 1.81], [-3.36, -0.65, -0.86], [-3.27, -1.80, 0.09], [-4.25, -1.93, 1.08], [-4.23, -2.96, 2.00], [-3.22, -3.91, 1.94], [-2.25, -3.80, 0.96], [-2.25, -2.76, 0.03], [-1.13, -2.69, -0.98], [0.47, -1.46, -0.22], [0.77, -2.38, 1.67], [2.11, -2.26, -1.32], [-4.46, 2.55, -0.90], [-3.29, 2.49, -2.24], [-3.01, 3.58, -0.86], [-4.23, 1.34, 1.74], [-2.75, 2.18, 2.26], [-2.85, 0.42, 2.41], [-2.93, -0.86, -1.84], [-4.40, -0.35, -1.01], [-5.05, -1.20, 1.11], [-5.01, -3.03, 2.75], [-3.19, -4.73, 2.64], [-1.47, -4.55, 0.90], [-1.45, -2.28, -1.93], [-0.72, -3.68, -1.15], [0.90, -3.46, 1.54], [-0.09, -2.18, 2.30], [1.66, -1.95, 2.12], [2.18, -3.34, -1.17], [3.03, -1.79, -0.97], [1.97, -2.04, -2.37]],
  "lumo_energy_ha": [-0.0137, -0.0557],
  "de_lowest_kcal_mol": 0.0,
  "multiplicity": 2,
  "homo_ev": [-7.372, -7.293]
}

[3]
{
  "formula": "C3H5NO2",
  "method": "wB97M-V/def2-TZVPD",
  "elements": ["H", "N", "C", "O", "C", "C", "O", "H", "H", "H", "H"],
  "positions_angstrom": [[-3.22, -1.45, -0.61], [-2.54, -0.92, -0.07], [-1.63, -0.32, 0.48], [-0.36, -0.26, -0.13], [0.66, 0.47, 0.38], [1.84, 0.32, -0.54], [0.61, 1.13, 1.40], [-1.69, 0.23, 1.43], [2.13, -0.73, -0.59], [1.55, 0.60, -1.56], [2.67, 0.94, -0.20]],
  "lumo_energy_ha": 0.0354,
  "de_lowest_kcal_mol": 38.8,
  "smiles": "[H]/N=C\\OC(C)=O",
  "multiplicity": 1,
  "homo_ev": -9.410
}

[4]
{
  "formula": "C6H9N3",
  "method": "wB97M-V/def2-TZVPD",
  "elements": ["C", "N", "C", "N", "C", "C", "N", "C", "C", "H", "H", "H", "H", "H", "H", "H", "H", "H"],
  "positions_angstrom": [[-2.36, -0.60, 0.43], [-1.15, -1.16, -0.28], [0.16, -0.76, -0.16], [1.03, -1.66, -0.15], [2.34, -1.25, -0.05], [2.69, 0.09, 0.22], [1.64, 1.07, 0.07], [0.48, 0.67, -0.17], [-0.49, 1.80, -0.29], [-2.77, 0.12, 0.01], [-1.74, -0.24, 1.42], [-2.92, -1.27, 0.40], [-1.43, -1.60, -1.27], [3.06, -1.76, 0.16], [3.73, 0.38, 0.34], [0.08, 2.69, -0.31], [-1.20, 2.01, 0.42], [-1.15, 1.47, -0.80]],
  "lumo_energy_ha": 0.0272,
  "de_lowest_kcal_mol": 143.3,
  "smiles": "CNc1nccnc1C",
  "multiplicity": 1,
  "homo_ev": -8.494
}

[5]
{
  "formula": "C33H38CoF6N10O4S3Te",
  "method": "wB97M-V/def2-TZVPD",
  "elements": ["Co", "C", "C", "C", "C", "C", "C", "C", "C", "C", "C", "N", "C", "C", "C", "C", "C", "N", "H", "H", "H", "H", "H", "H", "H", "H", "H", "H", "H", "H", "H", "H", "H", "H", "H", "F", "C", "F", "F", "S", "O", "O", "N", "S", "O", "O", "C", "F", "F", "F", "N", "N", "N", "C", "N", "N", "H", "H", "H", "Te", "C", "C", "C", "C", "C", "C", "C", "C", "C", "C", "C", "C", "H", "H", "H", "H", "H", "H", "H", "H", "H", "H", "C", "N", "C", "S", "N", "C", "H", "H", "H", "H", "H", "H", "H", "H"],
  "positions_angstrom": [[-1.02, 0.04, -0.38], [0.68, -3.95, -0.61], [1.00, -2.54, -0.14], [2.13, -1.88, -0.89], [3.39, -2.43, -0.77], [4.49, -1.82, -1.34], [4.33, -0.62, -2.00], [3.08, -0.03, -2.15], [3.05, 1.33, -2.81], [3.39, 1.27, -4.30], [1.95, -0.68, -1.61], [0.66, -0.15, -1.75], [0.33, 0.36, -2.91], [-0.87, 1.05, -3.09], [-1.34, 1.86, -4.13], [-2.53, 2.41, -3.68], [-2.74, 1.89, -2.39], [-1.75, 1.08, -2.04], [-0.11, -4.37, 0.01], [1.55, -4.60, -0.54], [0.33, -3.95, -1.64], [1.27, -2.58, 0.92], [0.11, -1.91, -0.24], [3.51, -3.34, -0.20], [5.47, -2.27, -1.26], [5.19, -0.11, -2.41], [3.80, 1.95, -2.31], [2.09, 1.82, -2.66], [4.37, 0.84, -4.44], [3.39, 2.27, -4.73], [2.68, 0.66, -4.85], [0.98, 0.22, -3.78], [-0.85, 2.04, -5.07], [-3.18, 3.09, -4.18], [-3.58, 2.09, -1.75], [-1.56, 2.88, 3.18], [-2.80, 2.78, 2.70], [-3.54, 3.75, 3.24], [-3.30, 1.62, 3.14], [-2.82, 2.78, 0.82], [-1.65, 1.99, 0.53], [-2.79, 4.15, 0.44], [-4.22, 2.12, 0.54], [-4.34, 0.60, 0.19], [-3.15, -0.17, 0.43], [-5.10, 0.33, -0.99], [-5.55, -0.08, 1.50], [-6.43, 0.83, 1.90], [-4.95, -0.59, 2.59], [-6.23, -1.10, 0.95], [-4.77, -1.22, -3.33], [-3.53, -1.56, -2.96], [-2.54, -1.76, -3.80], [-1.51, -1.90, -2.99], [-1.87, -1.80, -1.70], [-3.16, -1.62, -1.71], [-5.31, -1.98, -3.72], [-5.23, -0.74, -2.54], [-0.52, -2.11, -3.32], [1.00, 1.69, 1.24], [2.75, 2.72, 0.50], [3.99, 2.12, 0.31], [5.07, 2.86, -0.12], [4.94, 4.22, -0.36], [3.71, 4.82, -0.20], [2.62, 4.08, 0.23], [2.18, 0.48, 2.58], [2.04, 0.71, 3.94], [2.76, -0.04, 4.85], [3.64, -1.01, 4.41], [3.78, -1.25, 3.05], [3.05, -0.51, 2.14], [4.11, 1.07, 0.50], [6.03, 2.38, -0.26], [5.80, 4.80, -0.68], [3.60, 5.88, -0.38], [1.66, 4.56, 0.37], [1.36, 1.48, 4.28], [2.65, 0.15, 5.91], [4.21, -1.59, 5.12], [4.46, -2.01, 2.70], [3.15, -0.72, 1.09], [-3.70, -3.61, 1.52], [-2.60, -2.68, 1.39], [-2.09, -1.96, 2.39], [-0.88, -0.83, 2.07], [-2.46, -2.23, 3.65], [-1.97, -1.46, 4.78], [-3.92, -4.01, 0.53], [-4.60, -3.13, 1.90], [-3.41, -4.44, 2.17], [-2.40, -2.32, 0.46], [-3.35, -2.68, 3.79], [-0.90, -1.34, 4.67], [-2.18, -2.01, 5.70], [-2.44, -0.48, 4.82]],
  "lumo_energy_ha": [0.0115, 0.0112],
  "multiplicity": 4,
  "homo_ev": [-7.387, -7.378]
}

[6]
{
  "formula": "C36H56O33",
  "method": "wB97M-V/def2-TZVPD",
  "elements": ["C", "C", "O", "C", "O", "O", "C", "H", "H", "H", "H", "H", "H", "H", "H", "C", "C", "O", "C", "O", "O", "C", "H", "H", "H", "H", "H", "H", "H", "H", "C", "C", "O", "C", "O", "O", "C", "H", "H", "H", "H", "H", "H", "H", "H", "O", "C", "O", "C", "C", "O", "H", "H", "H", "H", "O", "C", "O", "C", "C", "O", "H", "H", "H", "H", "O", "C", "O", "C", "C", "O", "H", "H", "H", "H", "O", "C", "O", "C", "C", "O", "H", "H", "H", "H", "O", "C", "O", "C", "C", "O", "H", "H", "H", "H", "O", "C", "O", "C", "C", "O", "H", "H", "H", "H", "O", "C", "O", "C", "C", "O", "H", "H", "H", "H", "O", "C", "O", "C", "C", "O", "H", "H", "H", "H"],
  "positions_angstrom": [[12.55, 4.08, -9.08], [12.23, 5.34, -8.25], [11.47, 6.21, -9.04], [10.52, 6.98, -8.57], [10.28, 7.06, -7.37], [10.06, 7.65, -9.61], [8.80, 8.28, -9.52], [12.75, 3.21, -8.47], [13.47, 4.23, -9.66], [11.75, 3.82, -9.78], [13.15, 5.89, -8.02], [11.87, 4.98, -7.29], [7.99, 7.61, -9.23], [8.63, 8.80, -10.46], [8.90, 9.05, -8.76], [9.96, -1.97, -11.22], [9.08, -3.20, -11.33], [9.41, -4.19, -10.30], [10.16, -5.20, -10.59], [10.83, -5.35, -11.65], [10.19, -6.18, -9.65], [9.59, -6.07, -8.27], [10.91, -2.27, -11.67], [10.22, -1.70, -10.19], [9.56, -1.11, -11.74], [9.06, -3.66, -12.32], [8.05, -2.85, -11.20], [9.62, -5.04, -7.91], [10.03, -6.82, -7.61], [8.56, -6.35, -8.50], [12.54, -5.34, -4.12], [13.10, -3.95, -3.84], [12.10, -2.93, -3.77], [11.54, -2.29, -4.80], [11.87, -2.43, -6.00], [10.80, -1.25, -4.37], [10.18, -0.32, -5.32], [12.53, -5.61, -5.17], [11.49, -5.41, -3.82], [12.96, -6.18, -3.56], [13.80, -3.65, -4.62], [13.66, -3.89, -2.90], [9.62, -0.83, -6.10], [11.00, 0.24, -5.78], [9.44, 0.32, -4.84], [7.89, 2.64, -1.69], [7.94, 3.76, -2.13], [8.86, 4.65, -1.85], [8.52, 5.88, -2.33], [7.64, 5.57, -3.48], [7.12, 4.33, -2.99], [8.12, 6.56, -1.58], [9.40, 6.44, -2.64], [8.31, 5.30, -4.29], [6.87, 6.32, -3.62], [3.45, 8.23, -7.05], [3.90, 9.16, -6.40], [5.07, 9.20, -5.80], [5.30, 10.41, -5.11], [3.90, 11.00, -5.12], [3.17, 10.21, -5.98], [5.58, 10.28, -4.06], [6.10, 10.96, -5.60], [3.86, 11.94, -5.67], [3.40, 11.13, -4.16], [3.46, 5.95, -12.09], [2.24, 6.10, -12.01], [1.41, 5.43, -11.16], [0.09, 5.93, -11.21], [0.13, 6.94, -12.35], [1.55, 6.94, -12.72], [-0.62, 5.16, -11.50], [-0.15, 6.30, -10.21], [-0.07, 7.92, -11.93], [-0.43, 6.71, -13.26], [6.20, 0.49, -9.00], [6.17, 1.68, -8.73], [5.77, 2.21, -7.60], [5.67, 3.57, -7.82], [6.77, 3.90, -8.81], [6.68, 2.71, -9.53], [4.65, 3.74, -8.16], [5.85, 4.06, -6.86], [7.80, 3.89, -8.46], [6.57, 4.82, -9.36], [5.08, -7.22, -12.70], [4.59, -6.34, -12.05], [4.22, -6.42, -10.77], [3.75, -5.25, -10.27], [3.68, -4.47, -11.52], [4.46, -5.13, -12.48], [2.72, -5.42, -9.93], [4.43, -4.76, -9.57], [4.19, -3.54, -11.30], [2.66, -4.30, -11.87], [-0.52, 3.35, -5.89], [0.25, 2.79, -5.10], [1.54, 2.87, -5.14], [2.16, 2.33, -3.97], [1.00, 1.77, -3.24], [-0.09, 1.91, -4.15], [2.76, 1.51, -4.37], [2.76, 3.04, -3.40], [0.93, 2.28, -2.28], [1.13, 0.71, -3.05], [7.73, -4.69, -2.35], [6.96, -3.93, -2.89], [5.75, -3.60, -2.44], [5.14, -2.71, -3.26], [6.25, -2.28, -4.12], [7.17, -3.25, -4.05], [4.24, -3.10, -3.74], [4.84, -1.86, -2.65], [6.78, -1.41, -3.71], [5.88, -2.17, -5.14], [11.55, 2.54, -15.09], [10.44, 3.02, -14.84], [9.78, 2.88, -13.69], [8.42, 3.34, -13.85], [8.47, 4.11, -15.16], [9.74, 3.82, -15.66], [7.74, 2.49, -13.93], [8.24, 3.93, -12.95], [8.39, 5.20, -15.09], [7.60, 3.85, -15.76]],
  "lumo_energy_ha": -0.0118,
  "de_lowest_kcal_mol": 0.0,
  "smiles": "CCOC(=O)OC.CCOC(=O)OC.CCOC(=O)OC.O=C1OCCO1.O=C1OCCO1.O=C1OCCO1.O=C1OCCO1.O=C1OCCO1.O=C1OCCO1.O=C1OCCO1.O=C1OCCO1",
  "multiplicity": 1,
  "homo_ev": -9.757
}

[7]
{
  "formula": "C4H4N3",
  "method": "wB97M-V/def2-TZVPD",
  "elements": ["C", "C", "C", "C", "N", "N", "N", "H", "H", "H", "H"],
  "positions_angstrom": [[1.77, -1.04, -0.05], [0.53, -1.08, 0.42], [-0.47, 0.84, -0.20], [-0.56, -0.42, 0.58], [2.41, 0.16, -0.22], [0.67, 1.53, 0.32], [1.75, 1.14, 0.16], [2.46, -1.99, -0.08], [-1.30, 1.54, 0.06], [-0.52, 0.84, -1.32], [-1.25, -0.74, 1.46]],
  "lumo_energy_ha": [-0.2741, -0.2778],
  "de_lowest_kcal_mol": 131.6,
  "multiplicity": 1,
  "total_charge": 1,
  "homo_ev": [-15.475, -15.087]
}

[8]
{
  "formula": "C21H26Cl2N2OPReSi",
  "method": "wB97M-V/def2-TZVPD",
  "elements": ["Re", "N", "P", "C", "C", "C", "C", "C", "C", "C", "C", "C", "C", "C", "C", "C", "C", "C", "C", "C", "N", "H", "H", "H", "H", "H", "H", "H", "H", "H", "H", "H", "H", "H", "H", "H", "Cl", "C", "Cl", "H", "H", "C", "Si", "C", "C", "O", "H", "H", "H", "H", "H", "H", "H", "H", "H"],
  "positions_angstrom": [[0.79, 0.87, -0.74], [0.14, -1.91, -2.02], [-0.04, -1.32, -0.44], [0.05, -2.70, 0.65], [1.07, -2.82, 1.59], [1.11, -3.94, 2.40], [0.13, -4.92, 2.27], [-0.89, -4.79, 1.33], [-0.95, -3.67, 0.52], [-1.59, -0.43, -0.41], [-2.46, -0.45, 0.68], [-3.57, 0.37, 0.65], [-3.78, 1.26, -0.41], [-2.89, 1.34, -1.45], [-1.78, 0.48, -1.48], [0.74, -1.18, -3.00], [0.98, -1.71, -4.27], [1.59, -0.94, -5.21], [1.98, 0.38, -4.90], [1.72, 0.85, -3.66], [1.10, 0.11, -2.67], [-0.04, -2.89, -2.22], [1.84, -2.06, 1.68], [1.90, -4.06, 3.13], [0.16, -5.79, 2.90], [-1.65, -5.56, 1.24], [-1.76, -3.57, -0.20], [-2.29, -1.13, 1.51], [-4.29, 0.32, 1.46], [-4.66, 1.89, -0.41], [-3.07, 2.01, -2.28], [-1.20, 0.42, -2.39], [0.67, -2.73, -4.48], [1.78, -1.35, -6.20], [2.46, 1.01, -5.64], [1.98, 1.87, -3.41], [1.44, 3.23, -1.32], [3.13, 2.91, -0.81], [3.13, 1.13, -0.45], [3.35, 3.45, 0.11], [3.83, 3.12, -1.61], [-0.14, 0.74, 3.60], [0.08, 2.17, 2.46], [-1.46, 3.18, 2.32], [1.49, 3.26, 2.93], [0.44, 1.52, 0.88], [-0.36, 1.15, 4.59], [0.76, 0.11, 3.69], [-0.97, 0.10, 3.31], [-1.65, 3.56, 3.33], [-2.32, 2.60, 1.99], [-1.33, 4.04, 1.65], [1.27, 3.64, 3.94], [1.58, 4.13, 2.27], [2.46, 2.75, 2.99]],
  "lumo_energy_ha": [-0.4281, -0.4164],
  "de_lowest_kcal_mol": 13.8,
  "multiplicity": 2,
  "total_charge": 3,
  "homo_ev": [-17.889, -17.889]
}